(1)
# C6H13NOS

A 2-piece molecular cluster, C6H13NOS overall in a non-equilibrium geometry (ωB97M-V/def2-TZVPD, the OMol25 dataset).

Last columns: bonded neighbours and bond lengths (Å).
Positions of all 22 atoms, in Å:
1 S -1.718 -1.191 -0.166  C6 1.819, H11 1.374
2 O 2.251 1.381 0.036  N3 1.421, H15 0.943
3 N 2.102 -0.029 0.124  O2 1.421, C8 1.269
4 C 1.524 -2.079 -0.521  C8 1.499, H12 1.023, H16 1.014, H18 1.130
5 C -0.685 1.296 0.500  C6 1.345, C7 1.511, H13 1.039
6 C -0.754 -0.008 0.823  S1 1.819, C5 1.345, C9 1.495
7 C -1.261 1.965 -0.726  C5 1.511, H17 1.026, H19 0.997, H20 1.015
8 C 1.464 -0.609 -0.808  N3 1.269, C4 1.499, H14 1.073
9 C -0.353 -0.647 2.114  C6 1.495, H10 1.156, H21 1.053, H22 1.093
10 H 0.433 0.041 2.607  C9 1.156
11 H -2.869 -0.439 -0.154  S1 1.374
12 H 0.577 -2.465 -0.550  C4 1.023
13 H -0.196 2.045 1.030  C5 1.039
14 H 0.952 -0.272 -1.688  C8 1.073
15 H 2.275 1.563 -0.889  O2 0.943
16 H 1.996 -2.323 0.342  C4 1.014
17 H -1.065 2.968 -0.810  C7 1.026
18 H 1.957 -2.643 -1.399  C4 1.130
19 H -0.910 1.586 -1.578  C7 0.997
20 H -2.263 1.966 -0.891  C7 1.015
21 H 0.175 -1.516 1.840  C9 1.053
22 H -1.177 -0.734 2.827  C9 1.093

HOMO level, Eh: -0.3215
Structure (SMILES): C/C=C(/C)S.C/C=N/O
Relative energy (zero: lowest compared OMol25 entry of this formula, charge and spin), kJ/mol: 457.4
Multiplicity: 1



(2)
# CHClNO6S

An isolated ion of composition CHClNO6S and charge -1 in a non-equilibrium geometry (ωB97M-V/def2-TZVPD, the OMol25 dataset).

Last columns: bonded neighbours and bond lengths (Å).
Positions of all 11 atoms, in Å:
1 Cl -2.012 1.192 -0.445  C10 1.679
2 S -0.368 -1.747 -0.287  O4 1.467, O5 1.402, O7 1.458, O8 1.727
3 O 1.585 0.817 0.620  N9 1.364, H11 0.955
4 O -1.698 -2.366 -0.283  S2 1.467
5 O 0.640 -2.488 0.347  S2 1.402
6 O 0.412 2.576 -0.238  N9 1.262
7 O -0.081 -0.936 -1.465  S2 1.458
8 O -0.617 -0.474 0.853  S2 1.727, C10 1.275
9 N 0.417 1.406 0.233  O3 1.364, O6 1.262, C10 1.259
10 C -0.615 0.693 0.341  Cl1 1.679, O8 1.275, N9 1.259
11 H 2.335 1.327 0.324  O3 0.955

HOMO level, Eh: -0.1808
Net charge: -1
Structure (SMILES): O=S(=O)([O-])O/C(Cl)=[N+](/[O-])O
Relative energy (zero: lowest compared OMol25 entry of this formula, charge and spin), kJ/mol: 54.2
Multiplicity: 1